{"formula": "C6H4NO2OsSe4", "method": "ωB97M-V with the def2-TZVPD basis set", "symbols": ["Os", "O", "C", "O", "C", "C", "C", "C", "C", "N", "H", "H", "H", "H", "Se", "Se", "Se", "Se"], "coordinates": [[1.796, -0.791, 0.554], [-1.341, -3.210, 0.008], [-0.615, -2.282, 0.147], [0.733, -2.391, 0.307], [-1.058, -0.848, 0.157], [-2.370, -0.464, -0.008], [-2.668, 0.893, 0.007], [-1.645, 1.811, 0.185], [-0.347, 1.362, 0.349], [-0.071, 0.052, 0.333], [-3.121, -1.228, -0.144], [-3.688, 1.228, -0.118], [-1.840, 2.874, 0.201], [0.487, 2.033, 0.494], [2.766, -1.110, -1.817], [4.632, 0.117, -2.000], [4.823, 1.476, -0.161], [3.526, 0.478, 1.506]], "forces_ev_per_a": [[-0.065, -0.228, -0.536], [-0.066, 0.098, 0.000], [0.344, -0.245, -0.002], [-0.256, 0.203, 0.015], [-0.132, 0.034, -0.013], [0.050, -0.002, 0.000], [-0.002, -0.030, -0.002], [0.066, 0.030, -0.008], [-0.121, -0.020, -0.026], [0.037, 0.094, 0.268], [0.005, -0.009, 0.000], [-0.003, 0.003, 0.001], [-0.003, -0.001, 0.001], [-0.017, 0.017, 0.015], [-0.176, -0.117, 0.235], [0.292, -0.127, -0.264], [-0.054, 0.277, 0.137], [0.102, 0.022, 0.179]], "homo_ev": [-11.76, -12.49], "spin_multiplicity": 5, "total_charge": 1, "orbital_gap_ev": [6.736, 6.056]}

{"formula": "C6H4O", "method": "ωB97M-V with the def2-TZVPD basis set", "symbols": ["C", "C", "C", "O", "C", "C", "C", "H", "H", "H", "H"], "coordinates": [[0.280, -1.929, 2.204], [0.079, -1.781, 1.028], [-0.177, -1.520, -0.380], [0.418, -2.083, -1.271], [-1.048, -0.368, -0.595], [-0.745, 0.805, -0.687], [0.010, 2.034, -0.856], [0.458, -2.122, 3.237], [-0.564, 2.962, -0.836], [0.548, 1.950, -1.805], [0.742, 2.051, -0.038]], "forces_ev_per_a": [[-0.069, -0.127, -0.353], [0.001, -0.205, 0.565], [0.191, -0.284, -0.310], [-0.433, -0.013, 0.368], [0.541, 0.669, -0.095], [-0.054, -0.512, -0.021], [0.061, 0.158, -0.023], [0.004, 0.082, -0.086], [-0.054, -0.183, 0.014], [-0.056, 0.236, 0.112], [-0.132, 0.179, -0.172]], "homo_ev": -10.16, "smiles": "C#CC(=O)C#CC", "orbital_gap_ev": 10.250}

{"formula": "C6H4O", "method": "ωB97M-V with the def2-TZVPD basis set", "symbols": ["C", "C", "C", "C", "C", "C", "O", "H", "H", "H", "H"], "coordinates": [[-0.866, 0.706, -0.141], [0.132, 1.862, 0.575], [0.473, 1.436, -0.607], [0.136, 0.181, -1.188], [-0.271, -0.683, -0.028], [0.643, -1.004, 1.130], [1.794, -0.668, 1.211], [-1.882, 0.938, -0.437], [-0.122, 0.005, -2.226], [-0.956, -1.496, -0.274], [0.149, -1.600, 1.925]], "forces_ev_per_a": [[-0.616, -0.120, 0.062], [0.196, -0.116, -0.482], [0.060, 0.245, 0.433], [0.022, 0.019, -0.134], [0.022, -0.097, 0.008], [0.386, 0.153, 0.003], [-0.498, -0.274, -0.088], [0.165, -0.018, 0.016], [0.079, 0.011, 0.188], [0.101, 0.072, 0.004], [0.083, 0.123, -0.011]], "homo_ev": -9.39, "orbital_gap_ev": 9.744}

{"formula": "C6H4O", "method": "ωB97M-V with the def2-TZVPD basis set", "symbols": ["C", "C", "C", "C", "C", "C", "O", "H", "H", "H", "H"], "coordinates": [[1.220, -0.170, 1.238], [1.840, 0.502, 2.099], [-1.674, 1.564, 0.141], [-0.702, 0.871, 0.024], [0.574, -1.255, 0.431], [0.485, 0.093, -0.146], [1.288, 0.388, -1.211], [-2.541, 2.142, 0.261], [1.256, -1.948, -0.042], [-0.313, -1.696, 0.867], [1.370, 1.343, -1.327]], "forces_ev_per_a": [[-0.473, -1.050, -0.627], [0.325, 0.524, 0.404], [0.669, -0.583, -0.089], [-0.749, 0.511, -0.110], [0.263, 0.167, 0.130], [0.505, 0.281, 0.437], [0.012, -0.330, -0.275], [-0.474, 0.364, 0.058], [0.076, 0.057, -0.072], [-0.062, 0.095, -0.026], [-0.094, -0.036, 0.171]], "homo_ev": -9.98, "orbital_gap_ev": 9.662}

{"formula": "C6H4O", "method": "ωB97M-V with the def2-TZVPD basis set", "symbols": ["C", "C", "C", "C", "C", "C", "O", "H", "H", "H", "H"], "coordinates": [[-1.793, -1.445, -0.383], [-0.116, 2.483, -0.304], [-0.874, -0.849, 0.081], [-0.195, 1.401, 0.243], [1.612, -0.684, -0.021], [0.029, 0.051, 0.763], [2.682, -0.406, -0.513], [-2.687, -1.922, -0.638], [-0.011, 3.358, -0.854], [1.288, -1.812, -0.160], [0.066, -0.175, 1.785]], "forces_ev_per_a": [[-0.146, -0.223, 0.069], [-0.249, -2.521, 1.188], [-0.234, 0.483, 0.753], [1.069, 1.313, 0.011], [0.405, -2.248, -0.943], [2.102, -0.178, -3.941], [-2.819, 1.048, 1.725], [-0.487, -0.506, -0.501], [-0.072, 0.989, -0.422], [0.163, 1.598, 0.556], [0.268, 0.246, 1.506]], "homo_ev": -9.27, "orbital_gap_ev": 9.836}

{"formula": "C6H4O", "method": "ωB97M-V with the def2-TZVPD basis set", "symbols": ["C", "C", "C", "O", "C", "C", "C", "H", "H", "H", "H"], "coordinates": [[-1.168, -2.920, -0.015], [-1.009, -1.746, 0.279], [0.472, -1.455, -0.079], [1.369, -2.251, -0.250], [0.593, -0.047, -0.156], [0.401, 1.129, -0.037], [0.149, 2.543, 0.091], [-1.072, -3.957, -0.216], [0.625, 3.072, -0.735], [0.567, 2.898, 1.036], [-0.927, 2.733, 0.083]], "forces_ev_per_a": [[-0.746, -0.317, 0.219], [1.336, -1.671, -0.405], [0.377, 0.636, 0.166], [-0.842, 0.400, 0.308], [0.351, 0.598, -0.095], [0.123, 0.167, -0.104], [-0.013, 0.228, 0.001], [-0.622, -0.360, -0.089], [-0.060, 0.141, 0.102], [-0.039, 0.095, -0.105], [0.134, 0.081, 0.002]], "homo_ev": -9.92, "smiles": "C#CC(=O)C#CC", "orbital_gap_ev": 9.999}

Number 1: electronic energy -275716.996 eV. Number 2: electronic energy -8329.411 eV. Number 3: electronic energy -8327.413 eV. Number 4: electronic energy -8327.232 eV. Number 5: electronic energy -8328.046 eV. Number 6: electronic energy -8328.258 eV.